Entry 1:
A cluster of 3 separate species, C24H61FN9O2P2 in total at a distorted geometry. Source: OMol25; level of theory: ωB97M-V with the def2-TZVPD basis set.

XYZ file:
```
99
Properties=species:S:1:pos:R:3:forces:R:3
C 4.17636 -1.72291 -0.45035 0.20 0.82 -0.49
C 5.26286 -1.96263 -1.54850 -0.97 -1.38 0.30
F 6.39826 -1.20050 -1.24977 -0.56 -0.06 -0.41
C 4.74763 -1.72236 -3.00031 -0.02 0.72 0.06
C 3.97759 -0.35849 -3.15885 0.31 0.23 -1.59
C 4.59311 0.71250 -4.17816 -1.04 -1.08 -0.80
C 3.31346 1.60315 -4.26682 1.07 2.14 1.20
C 3.33560 2.99252 -5.00124 -1.01 0.20 0.73
C 3.36027 4.12652 -3.87719 0.26 -0.21 -0.28
C 4.74952 4.22062 -3.11790 -1.12 0.70 -0.20
N 4.87685 3.34597 -1.93464 0.34 -0.38 -0.69
N 2.23500 0.62428 -4.52209 2.07 -1.74 0.77
C 2.57182 -0.47433 -3.88150 -0.98 -0.50 0.08
C 1.62893 -1.71021 -3.88853 0.10 0.83 1.95
C 0.23714 -1.20420 -3.27835 -0.27 0.65 -0.92
N 0.43129 -0.11948 -2.29668 0.29 -0.49 -0.17
H 4.41277 -2.25987 0.49445 -0.26 0.39 -0.77
H 4.14398 -0.62509 -0.22831 0.00 -0.93 0.05
H 3.14677 -1.97761 -0.81918 0.94 -0.06 0.40
H 5.55751 -3.04388 -1.49179 0.07 0.94 -0.12
H 5.59173 -1.71759 -3.73081 -0.50 -0.13 0.64
H 4.08675 -2.57903 -3.27186 0.54 0.59 0.27
H 3.97324 0.20797 -2.18638 -0.80 -0.70 -0.72
H 5.56659 1.18363 -3.92392 -0.96 -0.14 0.22
H 4.73110 0.20150 -5.17174 0.01 0.47 0.76
H 3.12968 1.84944 -3.18248 0.06 0.10 -0.99
H 4.17511 3.11118 -5.72445 -0.60 -0.24 0.56
H 2.36738 3.12765 -5.54995 0.83 -0.19 0.19
H 3.09618 5.12812 -4.31090 0.41 -0.96 0.16
H 2.53784 3.90552 -3.13951 0.73 0.18 -0.60
H 5.54692 4.03088 -3.87585 -0.35 0.15 0.81
H 4.83459 5.27481 -2.75204 0.14 -0.78 -0.46
H 5.42637 2.51302 -2.14201 -0.20 0.28 0.23
H 3.97773 3.05118 -1.56401 0.18 0.20 -0.02
H 1.38170 0.75124 -5.06207 0.30 0.03 0.17
H 1.51824 -2.18664 -4.88675 0.21 0.34 0.69
H 2.03309 -2.41764 -3.11765 -0.17 0.38 -1.07
H -0.34451 -0.76413 -4.13543 0.25 -0.69 0.76
H -0.34299 -2.03947 -2.82447 0.52 0.42 -0.64
H -0.08637 0.71672 -2.54416 -0.03 -0.30 0.30
H 0.21639 -0.40808 -1.34741 -0.01 0.20 -0.19
O 2.26946 -0.44735 1.81357 1.07 -2.26 2.38
P 1.98559 0.24081 3.16077 -2.11 5.41 -3.42
N 0.31746 0.54951 2.84930 -1.13 0.31 0.26
C -0.12736 1.47885 1.82848 0.33 0.20 -0.07
C -0.47823 -0.67294 2.77655 0.15 -0.15 0.36
N 3.01861 1.58176 2.91954 1.16 -0.28 -0.43
C 2.62111 2.97176 2.86726 -0.08 0.23 0.81
C 4.18574 1.37753 2.06878 -0.11 -0.32 -0.16
N 1.77537 0.85211 4.82940 0.55 -2.45 0.87
C 2.50368 0.00236 5.78750 0.51 0.23 0.11
C 0.51657 1.27397 5.43277 -0.65 -0.17 -0.19
H -1.21766 1.56606 1.84577 0.04 -0.30 0.04
H 0.18506 1.17986 0.81737 -0.03 0.05 -0.10
H 0.22896 2.48765 2.02588 0.22 -0.03 -0.07
H -0.28069 -1.30557 3.65039 0.08 -0.05 -0.07
H -0.24909 -1.25669 1.87738 0.00 -0.07 -0.01
H -1.54856 -0.45232 2.78561 0.08 0.14 -0.03
H 2.28713 3.25836 1.86287 -0.01 -0.02 -0.05
H 3.46297 3.61982 3.13108 0.03 -0.10 -0.05
H 1.83403 3.21155 3.58217 -0.10 -0.20 -0.05
H 3.92650 1.44583 1.00363 0.07 -0.01 -0.11
H 4.63201 0.40024 2.25120 -0.11 0.03 -0.13
H 4.96000 2.11849 2.28301 -0.21 0.13 0.10
H 1.99785 -0.95670 5.93293 0.02 0.02 0.19
H 2.61089 0.49535 6.75599 -0.09 0.04 -0.09
H 3.51515 -0.19973 5.41954 -0.05 0.00 -0.10
H -0.19159 0.44819 5.55456 -0.11 0.12 0.05
H 0.04263 2.07044 4.86157 0.04 -0.24 -0.20
H 0.70795 1.69822 6.42431 0.37 -0.25 -0.04
O -4.30465 -1.00375 1.73420 -0.74 3.30 -1.20
P -5.67196 -1.10957 1.03729 0.18 -6.62 1.38
N -6.50092 -1.81294 2.37543 -1.00 -0.31 0.59
C -6.20217 -3.14735 2.86644 0.35 -0.20 -0.27
C -6.63128 -0.89356 3.50242 -0.02 0.35 -0.30
N -5.18568 -2.21943 -0.16950 1.03 0.28 -0.72
C -5.70800 -3.55435 -0.36919 -0.68 0.09 -0.38
C -3.78804 -2.17513 -0.58530 0.21 0.14 0.37
N -7.22302 -1.00247 0.14983 0.22 2.64 0.04
C -7.32477 0.28316 -0.56095 0.15 -0.10 -0.50
C -8.53569 -1.35639 0.67735 -0.19 -0.04 0.65
H -6.88651 -3.41409 3.67682 0.05 0.28 0.05
H -5.17227 -3.24395 3.23200 0.00 -0.08 0.06
H -6.37985 -3.90117 2.10264 0.15 0.05 -0.13
H -7.03448 0.06773 3.16115 0.08 0.03 0.00
H -5.66843 -0.70314 3.98890 0.00 0.04 0.03
H -7.32982 -1.27955 4.24857 0.00 -0.13 -0.14
H -5.20372 -4.28508 0.27293 0.02 0.00 0.03
H -5.56019 -3.87110 -1.40708 0.08 0.08 0.03
H -6.78230 -3.61567 -0.19659 0.02 0.14 0.17
H -3.14009 -2.72064 0.11206 0.12 0.03 -0.03
H -3.43550 -1.14488 -0.64622 0.01 -0.09 0.16
H -3.66414 -2.60775 -1.58291 -0.27 -0.12 0.04
H -7.51194 1.10805 0.13319 -0.14 0.07 -0.12
H -8.12084 0.26353 -1.30856 0.00 -0.08 0.10
H -6.39187 0.49389 -1.09476 0.05 -0.05 0.09
H -8.85666 -0.69698 1.49012 -0.13 -0.10 0.02
H -8.56693 -2.38891 1.02085 0.24 0.14 0.16
H -9.28325 -1.29023 -0.12071 0.30 0.27 -0.17
```
Forces are in eV/Å.

For the LUMO energy, the calculation gives -3.48 eV. Its energy is -2376.4705 hartree. Its total charge is +1.

These are the Mulliken partial charges, in e, on atoms 1 to 8:
1 C -0.624
2 C 0.257
3 F -0.375
4 C -1.166
5 C 1.349
6 C -1.298
7 C 0.665
8 C -0.719

***

Entry 2:
A cluster of 15 separate species, C24H62F6NO15 in total at a distorted geometry. Source: OMol25; level of theory: ωB97M-V with the def2-TZVPD basis set.

XYZ file:
```
108
Properties=species:S:1:pos:R:3:forces:R:3
O 3.17953 -2.44812 -0.48195 -2.22 5.89 -7.41
C 2.77525 -1.64279 -1.49329 1.95 -4.44 5.37
F 3.85529 -0.89673 -2.23805 -2.85 -1.79 1.67
C 1.16171 -1.49729 -1.90275 0.32 0.37 -0.65
N 0.82936 -2.57963 -2.90590 -2.21 2.53 -1.86
C -0.24821 -2.15519 -3.87872 1.54 -2.03 3.03
F 0.02126 -0.88939 -4.60204 -1.00 -2.11 1.05
F -0.34178 -3.23509 -4.91846 0.14 2.66 2.32
C -1.67427 -2.11685 -3.00590 -2.67 1.51 0.72
C -2.53308 -3.46479 -2.59278 -1.62 3.48 1.38
C -3.91851 -3.34692 -1.70844 2.47 3.40 -0.98
C -4.44202 -1.87015 -1.21068 3.27 -0.17 -2.16
C -3.55870 -0.52996 -1.62468 1.03 -2.34 -0.94
C -3.97436 1.01581 -1.13997 1.43 -1.53 -0.48
F -5.00363 0.99404 -0.06010 3.05 0.82 -3.54
F -2.69520 1.59262 -0.58651 -4.19 -0.87 -1.48
F -4.35801 1.85391 -2.31635 0.88 -2.19 4.39
C -2.16490 -0.60632 -2.54013 -2.67 -3.78 1.45
H 0.56277 -1.59777 -0.89963 1.43 0.14 -1.54
H 1.02722 -0.40316 -2.29571 0.33 -1.87 0.64
H -2.16839 -4.53032 -2.91406 -0.68 2.47 0.61
H -4.51634 -4.33356 -1.40977 1.49 2.52 -0.75
H -5.43465 -1.77811 -0.57324 2.41 -0.11 -1.52
H -1.56927 0.38377 -2.80720 -1.46 -2.53 0.62
C -1.64498 2.98850 3.05749 -0.13 0.01 -0.27
O -2.06781 1.89056 2.27021 -0.06 -0.14 -0.38
H -1.61635 2.68363 4.10621 -0.04 -0.02 -0.12
H -0.64561 3.29984 2.74347 0.03 0.26 0.17
H -2.34962 3.81533 2.93976 0.22 0.13 0.22
H -2.08355 2.19094 1.34559 -0.05 -0.38 0.46
C -2.30427 -2.45184 -8.15164 0.26 0.00 0.24
O -1.68086 -3.40728 -7.31345 0.27 -0.01 -0.19
H -3.27874 -2.83485 -8.46356 0.14 -0.03 0.07
H -2.44157 -1.51756 -7.60159 -0.12 0.13 -0.15
H -1.68338 -2.27964 -9.03418 -0.16 0.18 -0.21
H -0.81910 -3.04003 -7.05285 -0.53 -0.28 0.20
C 5.80340 -4.19789 -2.71930 -0.24 0.04 0.25
O 6.23339 -3.73800 -1.45135 0.00 0.20 0.34
H 6.65146 -4.64855 -3.24014 -0.02 0.08 0.13
H 5.01859 -4.94718 -2.58927 -0.06 0.02 -0.31
H 5.42493 -3.35605 -3.30418 -0.12 -0.16 -0.21
H 5.46030 -3.34352 -1.01302 0.24 -0.11 -0.14
C -5.70847 0.65421 3.45089 0.16 0.07 -0.20
O -5.56786 -0.51074 2.65893 0.01 -0.20 -0.45
H -6.01636 0.36407 4.45816 0.03 -0.06 -0.17
H -4.75128 1.17904 3.50188 -0.07 0.17 0.13
H -6.46966 1.30424 3.01261 -0.01 0.19 0.19
H -5.29430 -0.22202 1.77169 -0.04 -0.20 0.46
C -0.89496 7.03155 4.35434 -0.03 0.16 -0.19
O -1.15219 6.00130 3.41813 -0.06 -0.03 -0.50
H -0.74082 6.58579 5.33980 -0.06 0.04 -0.20
H 0.00460 7.57731 4.05904 0.00 0.15 0.25
H -1.74980 7.71106 4.39387 0.15 0.15 0.25
H -1.28477 6.42679 2.55396 0.08 -0.37 0.44
C 0.87905 8.78763 7.64726 0.17 0.09 -0.08
O 0.15428 9.20264 6.50421 0.06 0.29 -0.49
H 0.21536 8.21675 8.30086 0.04 0.11 -0.17
H 1.71585 8.15562 7.33967 0.08 -0.06 0.26
H 1.24899 9.66482 8.18364 0.10 -0.15 0.21
H 0.76853 9.70633 5.94350 -0.44 -0.28 0.27
C 5.83124 1.90704 -2.86070 -0.08 -0.24 0.09
O 5.13331 2.37542 -1.72158 -0.26 -0.10 0.46
H 6.23717 2.76268 -3.40538 -0.10 -0.06 0.14
H 6.65084 1.25670 -2.54515 0.08 -0.05 -0.28
H 5.14478 1.35736 -3.50929 0.20 -0.04 -0.17
H 4.78472 1.59460 -1.25875 0.12 0.42 -0.25
C -3.41270 -2.85662 4.20139 -0.02 0.27 -0.18
O -3.90239 -4.17052 4.00660 -0.67 -0.49 0.03
H -2.34076 -2.90379 4.40708 -0.20 -0.12 -0.09
H -3.58239 -2.26579 3.29784 0.11 0.18 0.20
H -3.92470 -2.39812 5.05090 0.11 0.23 0.00
H -4.85500 -4.09682 3.82625 0.58 -0.08 0.05
C 2.64377 2.04275 3.74865 -0.23 -0.06 -0.03
O 1.84762 1.57454 2.67581 -0.45 -0.03 -0.06
H 3.67848 2.13364 3.40998 -0.19 -0.05 -0.05
H 2.28142 3.02159 4.07244 0.23 0.01 0.22
H 2.59495 1.33195 4.57716 0.17 0.17 0.18
H 0.93581 1.50388 3.00600 0.44 -0.07 -0.32
C 1.14804 -6.63751 -3.97284 0.06 0.55 0.13
O 1.63790 -5.41985 -3.44237 -0.15 -0.32 -0.11
H 1.94005 -7.38871 -3.92812 -0.06 0.09 0.02
H 0.29383 -6.97627 -3.38137 -0.10 -0.30 -0.11
H 0.84843 -6.48854 -5.01307 -0.11 -0.27 -0.11
H 0.91381 -4.77308 -3.49526 0.58 0.33 0.24
C -0.65623 -5.27264 5.18766 -0.28 -0.13 -0.15
O -1.45238 -5.74085 4.11482 -0.19 -0.24 0.12
H 0.37848 -5.18175 4.84899 -0.18 -0.03 -0.03
H -1.01858 -4.29380 5.51146 0.20 0.05 0.23
H -0.70505 -5.98343 6.01617 0.19 0.12 0.22
H -2.36419 -5.81151 4.44502 0.36 0.27 -0.42
C -3.03928 1.33603 -6.51474 0.24 -0.04 0.19
O -2.41586 0.38059 -5.67655 0.26 0.15 0.09
H -4.01375 0.95302 -6.82666 0.15 -0.02 0.10
H -3.17657 2.27031 -5.96469 -0.16 0.16 -0.20
H -2.41838 1.50823 -7.39728 -0.16 0.18 -0.17
H -1.55410 0.74784 -5.41595 -0.35 -0.50 -0.07
C 7.07762 -2.09401 -5.50474 -0.15 -0.02 0.18
O 6.48529 -0.82893 -5.27495 -0.35 0.23 0.21
H 7.94314 -1.96747 -6.15930 -0.14 0.10 0.08
H 7.40248 -2.52346 -4.55379 0.10 -0.21 -0.14
H 6.35274 -2.75473 -5.98643 0.17 -0.22 -0.02
H 5.72079 -0.97287 -4.69166 0.36 0.15 -0.26
C 1.20504 4.95626 7.13150 -0.06 -0.01 -0.25
O 0.94781 3.92601 6.19528 -0.09 0.03 -0.39
H 1.35918 4.51050 8.11695 -0.04 -0.02 -0.20
H 2.10460 5.50202 6.83619 0.03 0.18 0.21
H 0.35020 5.63577 7.17102 0.09 0.17 0.22
H 0.81523 4.35150 5.33112 -0.01 -0.32 0.38
```
Forces are in eV/Å.

As for the energy relative to the best compared isomer or geometry (same formula, charge and spin): 1277.3 kJ/mol. For the LUMO energy, the calculation gives 1.57 eV. Its energy is -2733.5683 hartree. Its total charge is -1.

These are the Mulliken partial charges, in e, on atoms 1 to 8:
1 O -0.545
2 C 0.232
3 F -0.250
4 C -0.093
5 N -0.415
6 C 0.616
7 F -0.347
8 F -0.304

***

Values of gap between HOMO and LUMO, in order: 6.28; 6.15, all in eV.